Molecular formula: C40H72O14
Method: DFT, ωB97M-V with the def2-TZVPD basis set

Atoms and positions in Å:
C 4.255197 1.865055 1.780785
C 1.216681 -1.525312 -6.792007
O -0.135463 0.416946 1.183221
H -2.402517 -2.063124 -2.545295
C -3.477806 1.403564 1.636800
C -1.838028 -6.887717 1.227134
H -1.208134 -7.622773 1.728152
H -6.827105 -2.441001 1.727885
H -5.988388 -3.689607 0.865631
C -3.307128 2.430416 0.496614
H 4.420110 1.887580 0.703563
H -0.114334 -6.343821 0.143747
C 1.624778 -0.212412 -6.195861
C 1.982852 -2.079063 5.234055
H -3.540834 -1.095816 -0.219665
H 0.718593 0.886968 4.220107
H -4.773694 4.010534 3.077075
H -1.935579 -3.122933 -3.908106
C -0.307112 -0.441184 0.233513
C 1.907021 -0.999234 4.068656
H 6.414078 1.427789 -5.334434
H -2.308494 0.878601 -4.675601
O 1.982011 3.891462 2.807691
C 1.069195 1.197906 -0.631268
H 2.381281 5.193200 5.433377
O 0.878092 -0.102301 5.979053
O -1.687614 -0.924580 -4.133159
C 0.486747 6.322189 4.916942
H 2.915716 -0.846585 3.684828
H 2.201309 0.994208 5.098544
C 4.225504 1.505700 -3.479614
C 0.996737 -2.418095 -5.567622
H 0.845171 0.472660 -5.862694
H 0.038041 -0.262700 -1.940577
C 1.839050 -1.822930 -4.485304
H 0.503104 2.001095 -1.103007
H 0.242405 7.112323 4.206960
H -4.459869 -2.610625 -3.845509
H 6.152598 2.911161 1.992874
H -3.919650 4.565668 0.740896
C 1.311108 4.474552 3.673686
H 2.900970 -2.663855 5.290407
H -2.264761 2.745340 0.447562
C -2.485959 -0.150866 -4.986730
H 0.510891 6.744821 5.921381
O 6.332536 2.552966 -3.521218
H 1.192513 -1.349597 3.323799
H -2.663282 0.707531 1.837264
O 2.186314 -2.309805 -3.409855
O 5.386946 0.287398 3.072801
C -3.621169 -2.161694 -4.377613
H -4.341859 0.748922 1.522968
H -5.478863 -0.743076 -1.708768
C -6.706417 -2.094725 -0.449212
H 1.292476 -3.431256 -5.839944
C 4.921672 2.844521 -3.317899
H -5.266944 3.454620 0.863509
C -4.339073 -1.837857 -0.236142
H -0.024585 -2.442477 -5.187602
H -7.312636 -2.828104 -0.980955
H 5.731641 0.016175 -2.837782
H -5.431364 -2.491175 -1.991503
O -3.599469 2.210305 2.776880
H -3.585342 2.085957 -0.499400
H -2.305007 -0.293137 -6.052147
H -2.801876 -7.320720 0.959510
O -0.032184 4.226678 3.924897
C -1.197292 -6.344669 0.020043
C 0.545920 -0.143149 -0.983557
H -4.431508 -0.652932 -5.596260
H -2.672951 -4.878206 -0.724346
C -3.834452 -0.687004 -4.684965
C -1.742601 -4.905092 -0.157032
H -4.431531 -0.173797 -3.931161
C 5.400983 0.530078 -3.740364
O 4.260599 -0.627088 1.320656
H 4.971353 -0.242328 -4.378269
H 7.501797 0.947231 -3.994880
C 0.855299 1.304765 0.931957
H 0.968808 -1.787899 7.066083
C -2.317291 -2.140795 -3.629171
H 3.520001 1.588915 -4.306318
H -1.300087 -6.985985 -0.855309
O -0.975452 -1.477028 0.440826
H -0.911200 4.871883 5.753816
C 1.454973 0.281205 4.748225
C -0.553910 5.221373 4.785160
H -2.403293 -3.608961 1.266363
H -3.751724 -2.746385 -0.369169
C 5.517427 1.557941 3.734984
H -7.453170 -1.320271 -0.274068
C -5.489762 -1.719329 -1.224073
H -3.579779 -2.755108 -5.290994
C -3.949868 3.568082 2.517030
O 2.177449 -0.681551 -4.911636
H 6.534352 1.697924 4.101537
H 1.684125 0.957032 1.548586
H 4.647690 3.260683 -2.348447
H 0.269236 -1.490894 -7.329842
H 1.290213 -0.936914 -0.919846
C -1.770795 -4.496603 1.254963
H 4.894386 3.465003 3.008308
C 4.605232 0.398348 1.964248
H 2.605204 6.219940 4.096021
C -6.174367 -2.615618 0.872580
C -4.197438 3.557151 1.047210
C 1.832707 5.645378 4.607120
H 2.348241 0.178519 -6.911305
H 1.178050 -2.813897 5.213999
H 4.663101 3.560160 -4.098344
C 1.659318 -1.237496 6.427062
C 6.525642 1.358209 -4.252392
H 2.496633 -0.860076 7.014061
H -0.873659 -4.187160 1.791129
O -2.219426 -5.660493 1.949112
O -4.977889 -1.872326 1.095365
H 0.524658 2.317235 1.163648
H 2.112441 1.385794 -0.885085
H -1.080185 -4.268879 -0.743992
H 4.847692 1.801564 4.559728
H 1.929819 -2.027355 -7.445832
H 3.750375 1.271330 -2.527030
H -3.041224 4.128031 2.738228
C 5.333482 2.548617 2.613927
H -1.383428 5.661855 4.231998
H 3.236280 2.216392 1.943442

Atomic forces in eV per Å
C 0.9 -0.9 -1.6
C -2.1 -1.2 0.2
O -2.3 -0.5 1.8
H 0.0 0.1 0.0
C 0.0 0.1 -0.6
C -1.7 1.6 0.0
H -0.1 0.4 0.7
H -0.1 0.2 -0.1
H 0.3 -0.2 -0.2
C -0.4 -0.3 0.4
H 0.0 0.9 -0.3
H 0.2 0.5 0.2
C 0.2 -1.4 0.6
C -0.5 0.6 -0.8
H -0.5 0.5 0.0
H -0.1 -0.3 -0.3
H -0.2 -0.6 0.4
H 1.6 0.3 0.2
C -2.0 -4.7 -0.8
C 0.7 -0.8 0.5
H 0.3 0.7 -0.3
H -0.2 0.2 -0.3
O -2.3 1.3 2.5
C 1.1 1.5 0.8
H -0.5 -0.1 0.4
O -0.3 -1.4 0.5
O 2.4 -1.7 0.9
C 1.1 0.2 0.8
H -0.2 -0.3 -0.5
H 1.0 0.0 -0.9
C 0.6 0.2 0.4
C -0.4 -1.3 -0.5
H -0.1 0.0 -0.7
H -0.2 0.1 0.2
C -0.4 -3.5 1.3
H -0.2 0.0 0.0
H 0.3 0.0 0.0
H 0.1 0.2 0.3
H 0.5 -0.8 0.3
H 0.0 0.0 -0.8
C 1.6 -0.6 -1.3
H 0.2 0.4 0.0
H 0.0 0.2 0.1
C -0.4 -0.2 0.9
H -0.2 0.1 0.0
O 0.5 1.4 0.6
H 0.3 0.3 -0.2
H 0.4 0.3 -0.3
O -0.6 0.9 -1.6
O -0.1 -0.3 0.6
C -1.1 0.4 0.3
H -0.5 0.2 -0.2
H -0.3 0.0 0.1
C -2.0 -0.2 0.6
H -0.1 -0.1 0.5
C 0.7 -0.5 -1.0
H 0.0 -0.4 -0.3
C 0.3 -0.3 1.6
H -0.1 0.1 -0.2
H 0.2 -0.4 0.0
H -0.3 0.1 0.2
H 0.6 0.3 -0.2
O -0.6 0.0 2.4
H -0.1 -0.1 0.1
H 0.6 0.0 -0.1
H 0.0 -0.5 0.2
O 2.3 -0.3 -0.4
C 1.3 0.1 -2.3
C -0.3 -0.8 0.6
H -0.4 0.3 -0.1
H -0.5 -0.1 0.6
C -2.6 -0.2 -1.3
C 2.1 -1.1 -1.4
H 0.4 0.1 0.3
C -1.6 -1.5 0.3
O 1.3 3.9 2.0
H 0.6 -0.2 -0.3
H 0.0 0.2 -0.1
C 1.7 1.6 -1.8
H 0.3 0.1 0.5
C -0.8 0.5 -0.8
H -0.1 -0.5 0.2
H -0.4 0.0 -0.1
O 1.1 2.4 -0.8
H 0.2 -0.6 -0.2
C -0.6 0.6 0.8
C -0.7 1.2 -0.3
H -0.7 -0.3 1.1
H -0.3 -0.5 0.0
C 1.8 0.9 -1.0
H 0.4 0.6 0.1
C 0.9 0.0 -0.9
H 0.5 0.1 -0.2
C 1.3 -1.0 -0.5
O 2.6 4.9 -0.4
H 0.1 -0.7 0.2
H 0.4 0.5 -0.3
H 0.9 0.3 0.1
H 0.1 0.3 -0.3
H 0.3 0.0 -0.3
C -0.7 0.6 0.8
H 0.0 0.1 0.1
C -2.1 -3.3 -0.4
H -0.4 0.2 -0.3
C 0.2 0.4 0.7
C 0.0 1.3 -0.8
C -1.0 -1.2 -1.4
H 0.4 0.8 1.0
H 0.0 0.0 -0.7
H -0.3 0.1 0.0
C -1.2 0.8 1.1
C -0.9 -0.1 0.3
H 0.3 -0.1 0.0
H 0.6 0.1 -0.9
O -0.4 -1.0 1.1
O 0.4 -0.3 -1.3
H 0.3 -0.1 0.4
H 0.0 -0.2 0.0
H 0.3 -0.1 0.0
H -0.5 -0.8 -0.1
H 0.3 0.6 0.0
H -0.4 -0.3 -0.4
H 0.0 0.4 0.1
C -2.0 1.7 -0.3
H -0.4 -0.3 0.3
H 0.1 -0.5 0.4

## Properties
* strongest force on any atom: 5.612 eV/A
* charge: -1
* orbital gap (spin up / spin down): 1.4 / 9.2 eV
* electronic energy: -71305.97509 eV
* lowest unoccupied orbital energy (spin up / spin down): 2.06 / 2.18 eV
* spin multiplicity: 2

Molecular formula: C4H15N3
Method: DFT, ωB97M-V with the def2-TZVPD basis set

Atoms and positions in Å:
H -2.360968 -0.030516 -0.197584
H -2.289029 -2.460227 -0.745723
H -1.175376 -1.511752 2.013528
H 1.263095 1.692753 -1.971902
H 1.263764 0.886366 1.001374
H -2.374065 -0.230447 2.073766
H -1.386818 -1.318483 -1.771795
H 2.997419 1.993911 -2.051259
N -1.651529 -0.643906 0.161243
C 2.197457 1.618472 -1.413782
H -2.839795 -1.838087 1.489568
C 1.096485 1.929940 0.706713
H 0.119919 2.006609 0.231062
H -0.252251 -2.947060 0.354452
H 1.077715 2.559195 1.595383
H 0.521972 -1.790984 -0.468317
H 2.381223 0.548969 -1.228632
C -2.037710 -1.088232 1.497750
N -0.217282 -2.483331 -0.547843
N 2.111537 2.432274 -0.214826
C -1.455827 -1.747297 -0.771861
H 3.010065 2.421832 0.258686

Atomic forces in eV per Å
H -0.2 0.2 -0.2
H 0.0 -0.1 0.0
H 0.0 0.0 0.0
H 0.0 0.0 0.0
H -0.1 -0.1 0.0
H 0.0 0.0 0.1
H -0.2 0.0 0.0
H 0.0 0.0 0.0
N 0.0 -0.3 0.2
C 0.1 0.0 -0.1
H 0.0 0.0 0.0
C 0.2 0.3 -0.1
H -0.1 -0.1 0.0
H 0.0 -0.1 -0.1
H 0.0 0.0 0.1
H 0.1 -0.1 -0.1
H 0.0 0.0 0.1
C 0.1 0.1 -0.2
N -0.2 0.2 0.2
N 0.0 -0.2 0.2
C 0.4 0.0 0.0
H -0.1 0.1 -0.1

## Properties
* strongest force on any atom: 0.428 eV/A
* ΔE to the lowest compared entry with this formula, charge and spin: 57.4 kJ/mol
* charge: 0
* SMILES: CNCN.CNC
* orbital gap: 9.7 eV
* electronic energy: -8860.81280 eV
* lowest unoccupied orbital energy: 0.98 eV

Molecular formula: C18H51N3O6
Method: DFT, ωB97M-V with the def2-TZVPD basis set

Atoms and positions in Å:
H 0.098160 -4.400664 1.617251
H -0.046770 1.584036 7.090091
H 2.051660 0.073836 -2.813249
H -5.836060 -1.967044 0.080301
C 0.032890 0.880436 4.351991
H -5.408340 1.606546 -0.839749
H -0.165510 -0.093164 4.800141
H 3.098650 3.107306 -0.312039
O -0.197850 2.177816 6.351021
H 2.619590 -3.043914 -0.855269
O 4.333290 -3.421024 0.346461
O -4.281340 0.351686 -2.738399
H -2.409610 -0.540674 -3.501119
H -4.066920 -1.142224 -1.319889
H 1.020180 -0.281224 -0.507399
H -0.944490 1.221736 4.010901
C 3.936870 0.457606 -0.916239
H 0.347990 -3.606644 0.091381
N 2.192250 -2.442494 1.728471
H 6.318080 -0.570184 0.500471
N 1.698110 0.674686 -2.082429
C 2.253860 -3.788294 1.238951
C -2.063590 3.969016 -2.353189
C 3.040380 -3.727574 -0.117949
H 3.038080 -1.921784 1.545351
H 5.321980 -4.313084 -1.281689
H -1.420930 3.448276 -3.063059
H -7.175040 -2.345834 -0.763389
H -5.007010 -1.498244 -2.843439
H 6.147280 -3.213744 -0.190599
O 0.627380 -0.895544 0.117041
H -2.837050 1.053976 -4.083969
H -2.388110 0.234866 1.268751
C 2.304410 2.426976 -0.619309
H -3.713220 -0.167364 -4.626849
H 2.741300 -4.473744 1.932251
H 3.357650 1.974706 -2.362709
O -2.381000 4.393386 -0.038959
C 0.678230 1.880396 5.315891
H -2.892440 3.280046 -2.190629
C -5.922960 0.755986 -0.392739
N -6.586780 -1.578184 -0.472239
C 0.819460 -4.277734 0.809341
H -5.303470 0.578966 0.486461
H 1.633110 3.149386 -1.083609
H 2.956990 -4.740964 -0.510609
H -0.832980 3.224796 -0.785009
O 4.946960 0.998526 -0.054239
C -4.802800 -0.788334 -2.041929
H 4.798080 -0.685304 1.215151
H 0.778560 -5.276314 0.374301
H 6.010830 0.500306 1.747951
H -2.387820 4.946546 -2.710149
H 1.242890 1.432456 -2.570959
C -0.748510 -0.709824 0.060111
C 5.516420 0.063086 0.880491
C 5.210860 -3.384564 -0.721689
H -6.849010 1.157736 0.018541
H 0.653110 0.658086 3.483671
C -1.373870 0.456836 0.936851
H -1.178550 -1.586294 0.544841
C -3.250710 0.127796 -3.684999
H 5.028240 -2.579814 -1.433809
H -2.252440 5.304816 0.233751
H 1.435010 -1.979164 1.246801
H 1.722170 1.626526 5.499831
H -1.213860 -0.628264 -0.922189
H 0.773110 2.780566 4.708611
H 4.573380 -0.061654 -1.632709
C -1.396150 4.119906 -1.049039
H -1.411950 1.311936 0.261971
H 3.415340 -0.402754 -0.496839
H -0.760430 5.003706 -1.102409
C -6.177750 -0.419434 -1.288329
H -0.786770 0.741646 1.809951
H -6.955680 -0.308734 -2.043749
C 2.871550 1.396416 -1.576979
H 1.783410 2.128416 0.290371

Atomic forces in eV per Å
H 0.2 0.5 0.5
H 0.0 -0.1 0.0
H -0.3 -0.6 -0.6
H 0.1 0.2 0.0
C 0.1 -0.7 0.1
H -0.1 -0.2 -0.6
H 0.1 -0.1 0.3
H 0.4 -0.1 0.3
O 0.1 0.3 1.3
H 0.1 0.4 0.2
O -0.7 -0.2 -1.2
O 0.5 0.4 0.9
H -0.2 -0.2 0.8
H 0.0 -0.3 0.1
H 0.6 0.6 -0.9
H 0.1 0.3 0.0
C 0.4 -1.2 -0.7
H 0.3 0.2 0.0
N -0.6 0.1 1.5
H 0.2 0.1 -1.0
N 1.3 -0.3 0.6
C -1.5 0.4 -3.0
C -0.4 -0.8 -0.6
C -0.8 -1.6 2.7
H 0.1 -0.2 0.0
H -0.4 -0.3 0.0
H 0.2 0.3 -0.3
H 0.1 0.5 -0.8
H -0.1 -0.7 0.4
H 0.5 0.2 -0.6
O -0.5 0.4 -0.1
H 0.1 0.5 1.1
H 0.0 -0.2 -0.2
C 0.7 1.5 0.7
H -0.3 -1.0 -0.2
H 0.1 -0.1 -0.1
H 0.1 -0.1 -0.2
O 0.0 0.0 0.3
C -0.3 0.0 -2.8
H -0.4 0.2 -0.2
C -0.4 1.5 0.6
N 0.2 0.1 0.9
C 0.0 -0.2 0.8
H 0.1 -0.8 0.0
H -0.3 -0.4 -0.6
H 0.6 -0.3 -0.5
H 0.1 0.1 0.2
O -0.2 0.4 1.5
C -1.0 1.1 -0.9
H -0.4 0.3 0.2
H 0.6 -0.1 -0.3
H -0.6 0.8 -0.1
H -0.2 -0.2 -0.3
H -1.0 0.1 -0.6
C -2.1 0.0 2.3
C -0.3 -0.5 -0.5
C 1.9 0.4 0.5
H -0.2 -0.1 0.0
H 0.1 0.2 0.0
C 1.0 0.1 -1.3
H 0.0 -0.5 -0.3
C -0.7 0.3 -1.6
H -0.2 0.2 0.0
H -0.1 -0.1 0.1
H 0.2 0.3 0.1
H -0.1 -0.3 1.0
H 0.6 -0.1 -0.4
H 0.0 0.4 0.2
H -0.4 0.1 -1.2
C 0.2 0.8 0.7
H -0.2 0.4 0.3
H -0.3 0.2 0.9
H 0.7 -0.3 0.1
C 2.0 -2.0 -0.6
H 0.1 -0.3 -0.2
H 0.1 0.6 0.1
C 0.5 0.6 1.6
H 0.1 -0.7 -0.1

## Properties
* strongest force on any atom: 3.344 eV/A
* ΔE to the lowest compared entry with this formula, charge and spin: 138.5 kJ/mol
* charge: -1
* orbital gap (spin up / spin down): 2.0 / 8.7 eV
* electronic energy: -36242.87520 eV
* lowest unoccupied orbital energy (spin up / spin down): 2.60 / 2.57 eV
* spin multiplicity: 2

Molecular formula: C4H8N4
Method: DFT, ωB97M-V with the def2-TZVPD basis set

Atoms and positions in Å:
H -1.108552 0.247690 -2.342274
N -1.054438 -0.368800 1.408230
C 0.967157 -0.343235 0.102227
C 0.338707 0.680348 -0.766447
H -1.051173 0.653006 1.468734
N 2.270262 -0.697851 -0.190985
H 0.454165 -1.825196 1.556948
H 0.230728 2.414490 -1.554844
N -2.428454 0.140153 -0.857508
H 2.717880 -1.265581 0.519747
H -2.487943 -0.193800 0.115059
C 0.201078 -0.885238 1.074735
H 2.751341 0.070606 -0.658325
C -1.214043 0.255983 -1.244823
N 0.820902 1.870067 -0.915708
H -1.407615 -0.752640 2.285233

Atomic forces in eV per Å
H -0.1 0.4 0.0
N -0.4 0.3 1.2
C -0.8 -0.3 0.4
C -2.5 0.8 2.0
H -0.1 -0.5 0.1
N 0.0 -0.1 -0.5
H 0.4 0.3 0.2
H 0.0 0.0 0.3
N 1.4 -1.4 0.0
H 0.3 0.6 -0.4
H 0.1 1.2 -0.1
C 0.7 -0.4 -0.7
H 0.3 -0.7 0.6
C 0.9 1.5 -1.8
N -0.5 -2.1 -0.9
H 0.2 0.2 -0.4

## Properties
* strongest force on any atom: 3.312 eV/A
* ΔE to the lowest compared entry with this formula, charge and spin: 294.8 kJ/mol
* charge: 0
* SMILES: [H]\N=C/C(=N\[H])C(/N)=C\N
* orbital gap: 7.9 eV
* electronic energy: -10235.18624 eV
* lowest unoccupied orbital energy: 0.61 eV